88
Properties=species:S:1:pos:R:3:mulliken_charge:R:1 method="wB97M-V/def2-TZVPD" e_homo_ev=-14.944 multiplicity=1 de_lowest_kj_mol=59.2 charge=+3 lumo_ev=-9.7
Al -0.7193 0.3290 0.0565 -1.197
P 1.3922 -0.9326 2.3290 1.298
P -2.2795 -0.9940 1.5246 1.408
P 1.5105 2.0925 0.3111 0.961
H -5.4824 2.6397 0.9983 0.364
C -4.9209 3.2560 0.2858 -0.568
C -4.9012 2.8908 -0.9935 -0.547
H -5.4424 2.0030 -1.3494 0.310
C 1.6437 -0.5829 4.0520 -1.315
C 0.9608 -2.6509 2.1861 -0.496
C 2.9435 -0.7383 1.4643 -0.675
C -3.9310 -0.5092 0.8943 -1.199
C -2.5285 -2.8071 1.7974 -1.637
C -2.3883 -0.4567 3.2870 -0.976
C 1.1962 3.5074 -0.7945 -1.105
C 3.3181 2.2058 0.0489 -1.573
C 1.3648 2.9457 1.9588 -1.108
H -4.5263 4.2093 0.6324 0.292
H -4.5603 3.6001 -1.7516 0.273
H 2.2623 -1.3900 4.4727 0.450
H 0.6969 -0.5517 4.6034 0.380
H 2.1735 0.3641 4.2063 0.428
H 1.8392 -3.2527 2.4600 0.673
H 0.6584 -2.9358 1.1707 -0.334
H 0.1779 -2.9073 2.9048 0.498
H 3.5585 0.0570 1.9013 0.550
H 2.7798 -0.5442 0.3966 -0.249
H 3.5196 -1.6701 1.5365 0.601
H -4.6839 -1.2313 1.2438 0.562
H -3.9066 -0.5083 -0.2029 0.392
H -4.1904 0.5039 1.2305 0.218
H -3.2173 -2.9923 2.6353 0.582
H -1.5766 -3.2929 2.0358 0.308
H -2.9233 -3.2971 0.8990 0.454
H -2.9541 -1.1910 3.8845 0.486
H -2.9114 0.5037 3.3371 0.396
H -1.3894 -0.3344 3.7351 0.038
H 2.0288 4.2212 -0.9043 0.528
H 0.4129 4.0080 -0.2361 0.140
H 0.7895 3.2052 -1.7672 0.258
H 3.5918 3.2652 -0.0411 0.584
H 3.5571 1.6982 -0.8919 0.410
H 3.8811 1.7560 0.8657 0.361
H 1.8741 3.9222 1.9132 0.452
H 1.8485 2.3392 2.7389 0.370
H 0.3189 3.1153 2.2617 0.074
C -1.9521 2.9967 -0.2093 1.169
C -2.0898 3.4249 1.1145 -0.657
C -1.5303 4.6533 1.3965 -0.657
C -1.1061 5.4992 0.3620 -0.745
C -1.4175 5.2033 -0.9769 -0.654
C -1.9371 3.9381 -1.2551 -0.643
O -1.6481 1.7197 -0.5032 0.126
H 0.4018 -0.0035 1.7097 -0.384
H -2.5431 2.7613 1.8644 0.344
H -1.3880 4.9616 2.4340 0.488
H -0.4859 6.3789 0.5122 0.407
H -1.2533 5.9324 -1.7857 0.424
H -2.1780 3.5110 -2.2321 0.548
C 3.1689 -0.4808 -2.3970 -1.043
N 2.6802 -1.6002 -1.5155 0.643
C 3.6887 -2.6760 -1.4020 -1.024
P 1.0547 -1.9067 -1.6668 -1.960
O 0.2096 -0.7295 -1.0972 1.458
N 0.6967 -1.9632 -3.2562 0.381
C -0.4738 -1.3042 -3.8215 -0.766
C 1.2685 -2.9600 -4.1633 -0.835
N 0.5738 -3.3549 -0.9817 0.527
C 1.4095 -4.5951 -1.0138 -0.970
C -0.8779 -3.6767 -1.0593 -1.039
H 4.2063 -0.2522 -2.1036 0.408
H 3.1590 -0.8072 -3.4580 0.444
H 2.5489 0.4256 -2.2661 0.270
H 3.5822 -3.2241 -0.4587 0.170
H 3.6143 -3.3689 -2.2485 0.274
H 4.6977 -2.2431 -1.4387 0.467
H -0.5198 -0.2682 -3.4874 0.113
H -0.3393 -1.2921 -4.9140 0.456
H -1.4033 -1.8149 -3.5183 0.229
H 2.3604 -3.0051 -4.0851 0.276
H 0.8466 -3.9644 -4.0039 0.215
H 1.0166 -2.6391 -5.1813 0.414
H 0.7958 -5.4609 -0.7420 0.443
H 1.7914 -4.8317 -2.0128 0.320
H 2.2511 -4.5421 -0.3126 0.269
H -1.4824 -2.7760 -0.9161 0.147
H -1.1518 -4.1745 -2.0068 0.284
H -1.1109 -4.3581 -0.2299 0.539

***

91
Properties=species:S:1:pos:R:3:mulliken_charge:R:1 method="wB97M-V/def2-TZVPD" e_homo_ev=-13.454 multiplicity=1 charge=+3 lumo_ev=-12.1
Cu -2.7796 0.4906 -2.3843 0.466
Ca -4.7412 3.4606 -0.7542 1.557
Ca -3.7194 0.3443 1.2233 1.368
C -3.0139 1.7795 4.2478 -0.530
O -4.0092 1.3717 3.3335 -0.734
H -3.1092 1.0807 5.0916 0.285
H -1.9731 1.5789 3.9438 0.053
H -3.1855 2.8265 4.4859 0.319
C -1.4634 2.3752 0.3232 -0.048
O -2.7805 2.0878 -0.1828 -0.459
H -0.7304 1.8578 -0.2966 -0.256
H -1.2343 3.4338 0.4227 0.362
H -1.3523 1.8957 1.3043 -0.029
C 2.9983 3.1052 -0.7436 -1.905
C 3.4741 2.7837 0.7143 1.347
C 2.1845 2.3221 1.4368 -0.089
C 2.5646 1.7971 2.7938 -0.887
C 3.5037 0.5833 2.6788 -0.335
C 4.8070 0.8629 1.8586 1.435
N 4.4132 1.6881 0.6712 0.779
O 5.4734 1.9667 -0.1977 -0.538
C 5.8840 1.5177 2.7226 -1.827
C 5.2567 -0.4413 1.2483 -1.905
C 4.0350 4.0680 1.3014 -1.784
H 2.0534 3.6460 -0.7043 0.311
H 2.9743 2.2915 -1.4707 0.221
H 3.7901 3.7463 -1.1402 0.542
H 1.4549 3.1319 1.5180 0.602
H 1.7686 1.5682 0.7583 -0.534
H 1.6721 1.3330 3.2465 0.183
H 2.8682 2.4929 3.5740 0.542
H 2.9601 -0.2235 2.1842 -0.486
H 3.7511 0.3463 3.7131 0.532
H 6.6050 1.9657 2.0350 0.392
H 5.5503 2.3181 3.3843 0.308
H 6.4048 0.8056 3.3625 0.453
H 4.5408 -0.8739 0.5525 0.264
H 6.1813 -0.2769 0.6829 0.480
H 5.6073 -1.1548 1.9979 0.415
H 4.9378 4.3807 0.7663 0.435
H 4.4187 3.9171 2.3105 0.273
H 3.3618 4.9200 1.2040 0.388
H 5.3062 1.4167 -0.9737 0.315
C -2.9640 -4.0180 -6.8386 -0.716
O -3.3676 -2.9755 -5.9315 -0.357
C -3.2970 -3.3632 -4.5728 -0.695
C -1.9372 -3.1530 -3.9063 -0.668
N -1.6118 -1.7575 -3.6500 0.168
C -1.3806 -0.9955 -4.8947 -0.702
C -0.7410 0.2978 -4.4825 -0.637
O -0.0646 0.2852 -3.2207 -0.147
C 0.4017 1.5764 -2.8440 0.055
H -3.4051 -3.8289 -7.8119 0.259
H -3.3138 -4.9789 -6.4589 0.343
H -1.8736 -4.0158 -6.9012 0.276
H -3.7518 -4.3300 -4.3591 0.580
H -3.9427 -2.5966 -4.1250 0.163
H -1.0484 -3.6176 -4.3526 0.484
H -2.0312 -3.7338 -2.9819 0.372
H -0.7738 -1.6418 -3.0893 0.016
H -2.3657 -0.8049 -5.3136 0.361
H -0.7760 -1.5795 -5.5941 0.410
H -1.5283 1.0789 -4.3558 0.266
H -0.1338 0.7891 -5.2478 0.572
H 0.5142 1.5834 -1.7627 -0.773
H -0.3326 2.3276 -3.1620 0.436
H 1.3607 1.7894 -3.3161 0.354
C -6.2002 -2.2300 2.4274 -0.808
O -4.8544 -1.7192 2.2337 -0.330
C -3.8603 -2.5944 2.7804 -0.662
C -2.5488 -1.9004 3.1565 -0.709
N -1.9187 -1.1117 2.0539 0.401
C -0.4674 -0.7947 2.2447 -0.761
C 0.4024 -1.9981 1.9636 -0.616
O 0.4651 -2.3307 0.5766 -0.454
C 0.7310 -1.2547 -0.2758 -0.071
H -6.8638 -1.5540 1.8959 0.248
H -6.5164 -2.2223 3.4705 0.310
H -6.1568 -3.2494 2.0460 0.353
H -3.6745 -3.3994 2.0653 0.431
H -4.2018 -3.0089 3.7309 0.428
H -1.8208 -2.7012 3.3218 0.396
H -2.5685 -1.3014 4.0634 0.356
H -1.8411 -1.6818 1.2044 0.427
H -0.2905 -0.4377 3.2599 0.672
H -0.2106 0.0024 1.5515 -0.238
H 0.2355 -2.8656 2.6012 0.383
H 1.4360 -1.7638 2.2549 0.205
H 1.5544 -0.6172 0.0606 -0.035
H -0.1733 -0.6486 -0.4633 -0.059
H 0.9983 -1.5420 -1.2944 0.427

***

85
Properties=species:S:1:pos:R:3:mulliken_charge:R:1 method="wB97M-V/def2-TZVPD" e_homo_ev=-9.756 multiplicity=1 de_lowest_kj_mol=0.0 charge=+1 lumo_ev=-3.0
C 5.3056 -0.6128 0.3943 -1.069
C 4.0652 0.0357 -0.1902 -0.360
O 2.8729 -0.5282 0.3489 -0.283
C 2.3632 -1.6165 -0.3693 0.383
C 1.4039 -2.3223 0.5822 -0.681
N 0.6991 -3.5209 0.1272 0.402
C 1.4424 -4.7595 0.1903 -0.723
C 2.2231 -5.0984 -1.0757 -0.681
N 1.2744 -5.0210 -2.2371 0.010
C 0.5122 -3.7158 -2.3251 -0.275
F -0.3534 -3.9562 -3.3565 -0.375
C -0.2053 -3.4504 -1.0104 -0.849
P -1.1126 -1.7874 -0.9925 0.978
C -2.1854 -2.1699 0.4517 -1.478
C -2.2970 -1.9440 -2.3947 -0.831
C -1.8178 -1.2597 -3.6883 -1.059
H 5.2279 -1.7023 0.3612 0.249
H 5.4485 -0.3118 1.4317 0.282
H 6.1918 -0.3188 -0.1702 0.384
H 4.0276 1.0995 0.0440 0.369
H 4.0597 -0.0487 -1.2840 0.309
H 1.8294 -1.2601 -1.2651 -0.095
H 3.1778 -2.2850 -0.6928 0.255
H 0.6751 -1.5838 0.9188 -0.667
H 1.9707 -2.6046 1.4697 0.485
H 0.7573 -5.5909 0.4042 0.360
H 2.1474 -4.7121 1.0189 0.467
H 2.6119 -6.1153 -1.0435 0.401
H 3.0442 -4.4124 -1.2751 0.341
H 0.5673 -5.7575 -2.1370 0.445
H 1.7462 -5.1887 -3.1291 0.402
H 1.2204 -2.9388 -2.6172 0.301
H -0.9623 -4.2441 -0.9012 0.486
H -2.3847 -1.2469 0.9975 0.329
H -3.1338 -2.6139 0.1455 0.418
H -1.6798 -2.8577 1.1299 0.371
H -3.2038 -1.4664 -2.0169 0.584
H -2.5661 -2.9843 -2.5854 0.543
H -0.8964 -0.6937 -3.5300 0.166
H -1.6270 -1.9865 -4.4765 0.303
H -2.5600 -0.5529 -4.0567 0.357
C -1.7478 5.9069 -2.8941 -1.443
C -1.1412 4.8462 -1.9898 -0.306
N -1.8848 3.5964 -1.9969 0.229
C -1.5023 2.6875 -0.9342 -1.036
C -0.0846 2.1048 -0.9556 -0.040
C -2.1038 2.9947 -3.3017 -0.645
C -0.8719 2.6524 -4.1510 -0.943
H -2.7964 6.0723 -2.6441 0.336
H -1.2109 6.8474 -2.7688 0.439
H -1.6851 5.6357 -3.9484 0.304
H -1.1540 5.2110 -0.9588 0.401
H -0.0793 4.7172 -2.2548 0.263
H -2.2242 1.8632 -0.9326 0.216
H -1.6470 3.2163 0.0115 0.416
H 0.0233 1.3494 -1.7348 -0.176
H 0.1318 1.6160 -0.0018 -0.124
H 0.6774 2.8700 -1.1099 0.535
H -2.7419 3.6663 -3.8791 0.400
H -2.6998 2.0913 -3.1402 0.337
H -0.1479 3.4686 -4.1523 0.319
H -1.1729 2.4817 -5.1864 0.363
H -0.3618 1.7542 -3.8026 0.141
C 0.3572 -1.0477 3.8359 -1.434
C -0.0082 0.3237 3.2885 0.621
N -1.2548 0.8356 3.8259 0.108
C -1.7373 2.0236 3.1385 -0.408
C -0.8988 3.3031 3.2408 -1.136
C -1.3513 0.8589 5.2802 -0.734
C -0.2816 1.6362 6.0567 -0.967
H -0.4587 -1.7588 3.6887 0.275
H 1.2436 -1.4138 3.3166 0.265
H 0.5980 -1.0179 4.8983 0.494
H -0.1407 0.2554 2.2018 -0.481
H 0.8491 0.9985 3.4421 0.196
H -2.7466 2.2272 3.5053 0.436
H -1.8455 1.7608 2.0799 0.078
H -0.9725 3.7629 4.2245 0.337
H -1.2536 4.0357 2.5141 0.458
H 0.1556 3.1162 3.0310 0.223
H -1.3490 -0.1752 5.6316 0.417
H -2.3412 1.2493 5.5273 0.413
H 0.7216 1.4264 5.6811 0.240
H -0.3044 1.3427 7.1074 0.377
H -0.4355 2.7126 6.0147 0.282